Entry 1:
Formula: C39H43N2O3PPd
Source: the OMol25 dataset
Level of theory: ωB97M-V/def2-TZVPD

Results
2S+1: 3
gap between HOMO and LUMO (alpha / beta): 2.7650 / 6.5433 eV
DFT total energy: -2316.4308 Ha
LUMO (alpha / beta): 4.61 / 4.60 eV
HOMO (alpha / beta): 0.06764 / -0.07143 Eh
energy relative to the best compared isomer or geometry (same formula, charge and spin): 0.0000 eV
total charge: -2
expectation value of S²: 2.0202
F_max: 0.8 eV/Å

```
89
Properties=species:S:1:pos:R:3:forces:R:3:lowdin_charge:R:1
Pd -0.400 1.051 -0.144 0.124 -0.081 -0.205 0.661
C 2.300 1.056 -2.433 0.236 0.099 0.056 -0.057
C 3.380 0.482 -1.551 -0.024 -0.059 0.046 -0.256
C 4.569 0.062 -2.150 -0.121 0.015 -0.073 -0.076
C 5.635 -0.427 -1.411 0.007 0.024 0.071 -0.119
C 5.530 -0.474 -0.032 -0.059 -0.007 0.095 -0.106
C 4.357 -0.048 0.584 0.067 -0.209 0.055 -0.108
C 3.257 0.394 -0.144 0.177 0.289 -0.504 -0.273
P 1.770 1.059 0.762 0.130 -0.168 0.817 1.019
C 2.090 0.620 2.484 -0.163 -0.034 -0.364 -0.353
C 2.050 1.649 3.486 0.083 -0.131 0.079 -0.158
C 2.041 1.369 4.827 -0.056 -0.333 -0.116 -0.175
C 2.008 0.013 5.285 0.095 0.222 0.140 -0.175
C 1.987 -1.009 4.316 -0.019 0.138 -0.247 -0.133
C 2.025 -0.764 2.959 -0.062 0.051 0.186 -0.313
C 1.979 -1.935 2.005 0.022 0.227 -0.079 -0.094
C 2.175 2.843 0.661 0.032 -0.049 -0.395 -0.330
C 3.448 3.357 0.865 0.144 0.137 0.042 -0.089
C 3.742 4.676 0.532 0.033 -0.126 0.083 -0.115
C 2.750 5.477 -0.020 -0.144 -0.085 0.003 -0.122
C 1.470 4.968 -0.203 0.050 -0.008 0.052 -0.069
C 1.156 3.648 0.145 -0.287 -0.010 0.074 -0.311
C -0.247 3.097 0.046 0.376 -0.113 0.151 -0.253
H 2.606 1.011 -3.482 0.006 0.015 0.068 0.071
H 2.106 2.099 -2.174 0.003 0.080 0.037 0.075
H 1.362 0.525 -2.332 -0.193 -0.112 0.056 0.030
H 4.660 0.131 -3.231 -0.049 0.002 0.045 0.095
H 6.544 -0.747 -1.908 -0.023 -0.011 -0.004 0.086
H 6.356 -0.839 0.568 -0.016 0.029 0.023 0.089
H 4.283 -0.050 1.666 -0.054 -0.045 0.023 0.099
H 2.031 2.687 3.169 0.026 -0.019 0.022 0.078
H 2.044 2.188 5.541 -0.034 -0.002 -0.003 0.067
H 1.954 -0.222 6.343 -0.002 0.021 -0.070 0.045
H 1.919 -2.048 4.644 0.013 0.083 -0.039 0.087
H 1.500 -2.797 2.480 0.008 0.073 -0.043 0.071
H 2.970 -2.254 1.661 0.048 0.044 -0.004 0.065
H 1.415 -1.685 1.099 0.087 -0.040 0.097 0.033
H 4.218 2.713 1.280 -0.016 0.021 -0.057 0.107
H 4.741 5.068 0.684 0.010 -0.010 0.000 0.083
H 2.970 6.502 -0.300 0.003 -0.013 -0.011 0.083
H 0.692 5.604 -0.614 -0.019 -0.022 -0.008 0.096
H -0.822 3.676 -0.674 -0.094 0.016 -0.172 0.031
H -0.713 3.265 1.023 -0.104 0.067 0.114 0.046
C -3.975 3.134 -0.063 -0.088 -0.001 -0.068 -0.086
C -3.501 1.688 0.158 0.004 -0.308 -0.229 -0.584
C -3.204 1.501 1.662 -0.024 0.116 -0.069 -0.065
C -2.306 1.371 -0.745 -0.181 0.228 0.490 -0.116
C -4.577 0.678 -0.251 0.051 -0.028 0.018 -0.183
C -4.461 -0.648 0.187 0.089 -0.113 0.062 -0.034
C -5.393 -1.611 -0.164 0.037 0.012 0.051 -0.106
C -6.475 -1.285 -0.977 0.024 0.149 -0.005 -0.127
C -6.591 0.017 -1.441 0.068 -0.010 0.067 -0.113
C -5.652 0.984 -1.082 -0.090 -0.046 -0.070 -0.048
H -3.241 3.816 0.368 0.009 -0.011 -0.044 0.066
H -4.946 3.316 0.419 0.074 0.029 -0.009 0.078
H -4.060 3.372 -1.128 -0.039 -0.028 0.075 0.069
H -2.787 2.417 2.080 0.091 0.024 -0.014 0.067
H -2.479 0.711 1.832 0.056 -0.149 0.006 0.047
H -4.120 1.264 2.215 0.028 0.079 -0.013 0.081
H -2.557 1.550 -1.792 -0.004 -0.023 -0.156 0.021
H -3.608 -0.919 0.805 -0.127 0.014 -0.065 0.104
H -5.273 -2.630 0.190 0.012 0.070 0.006 0.096
H -7.213 -2.033 -1.239 0.006 -0.017 -0.039 0.083
H -7.422 0.291 -2.081 -0.003 0.013 -0.019 0.085
H -5.767 1.990 -1.466 -0.011 0.002 0.037 0.093
C 2.116 -3.491 -1.474 -0.112 0.017 0.019 -0.066
C 0.894 -3.743 -2.360 0.151 0.032 0.073 -0.181
C -0.420 -3.243 -1.744 0.058 0.073 0.043 -0.317
C -1.584 -3.516 -2.714 -0.163 0.055 -0.035 -0.174
C -2.933 -2.982 -2.230 0.124 -0.023 0.014 -0.076
C -0.688 -4.019 -0.479 -0.039 0.298 -0.042 -0.457
O -0.690 -5.235 -0.451 -0.012 -0.577 0.043 0.058
N -0.968 -3.281 0.617 0.084 0.140 -0.160 0.214
C -0.954 -1.863 0.725 -0.043 -0.169 -0.752 -0.573
O -1.279 -1.416 1.801 -0.133 0.335 0.395 0.047
N -0.599 -1.129 -0.367 0.083 -0.153 0.027 0.073
C -0.323 -1.719 -1.561 -0.199 -0.199 0.536 -0.472
O -0.010 -1.092 -2.562 -0.008 0.315 -0.159 0.025
H 3.024 -3.876 -1.945 -0.032 0.016 0.011 0.069
H 2.012 -3.981 -0.500 0.011 0.051 -0.084 0.076
H 2.264 -2.419 -1.301 -0.007 -0.083 0.001 0.070
H 0.784 -4.811 -2.561 -0.004 -0.022 -0.001 0.111
H 1.013 -3.216 -3.307 0.009 -0.025 -0.035 0.112
H -1.636 -4.595 -2.875 0.010 -0.032 -0.011 0.113
H -1.316 -3.037 -3.656 0.000 0.001 -0.039 0.115
H -3.230 -3.445 -1.283 0.020 0.050 -0.083 0.071
H -3.719 -3.188 -2.961 0.025 -0.009 0.029 0.071
H -2.899 -1.899 -2.077 -0.013 -0.067 0.022 0.077
H -1.162 -3.773 1.473 -0.036 0.009 0.134 0.154
```
Forces are in eV/Å.

Entry 2:
Formula: C3H11N2
Source: the OMol25 dataset
Level of theory: ωB97M-V/def2-TZVPD

Results
gap between HOMO and LUMO: 11.2685 eV
DFT total energy: -230.1316 Ha
LUMO: -3.24 eV
HOMO: -0.53333 Eh
energy relative to the best compared isomer or geometry (same formula, charge and spin): 1.3814 eV
total charge: +1
F_max: 2.3 eV/Å

```
16
Properties=species:S:1:pos:R:3:forces:R:3:lowdin_charge:R:1
C 0.736 2.181 1.007 0.085 -0.064 -0.088 -0.009
N -0.016 1.681 -0.217 -0.223 0.744 2.215 0.130
H 1.332 1.376 1.419 -0.156 -0.098 0.128 0.092
H 1.411 2.984 0.745 0.032 0.110 -0.298 0.095
H 0.025 2.584 1.716 -0.051 -0.245 0.235 0.096
H -0.933 2.119 -0.166 -0.169 -0.134 -0.315 0.154
H -0.175 0.606 -0.180 0.102 0.424 -1.261 0.085
H 0.442 2.076 -1.012 0.272 -0.486 -1.057 0.145
C 0.893 -1.657 -0.220 -0.225 0.912 -0.220 -0.092
C -1.446 -1.644 -0.236 -0.236 0.326 -0.174 0.003
N -0.401 -0.987 -0.520 0.295 -0.798 0.619 -0.134
H 1.022 -1.824 0.849 -0.036 -0.215 -0.016 0.089
H 1.668 -0.974 -0.565 0.204 -0.178 0.078 0.070
H 0.972 -2.568 -0.802 0.036 -0.189 0.138 0.089
H -2.406 -1.255 -0.570 -0.049 0.092 0.322 0.087
H -1.445 -2.580 0.322 0.118 -0.201 -0.306 0.100
```
Forces are in eV/Å.

Entry 3:
Formula: H18NO12
Source: the OMol25 dataset
Level of theory: ωB97M-V/def2-TZVPD

Results
gap between HOMO and LUMO: 9.4510 eV
DFT total energy: -968.4358 Ha
LUMO: 3.02 eV
HOMO: -0.23617 Eh
energy relative to the best compared isomer or geometry (same formula, charge and spin): 0.9678 eV
total charge: -1
F_max: 2.6 eV/Å

```
31
Properties=species:S:1:pos:R:3:forces:R:3:lowdin_charge:R:1
N 0.107 -0.498 0.760 -0.223 0.133 0.685 -0.590
O -0.255 0.662 0.458 0.443 0.079 0.059 -0.044
O -0.729 -1.291 1.174 -1.673 -0.978 0.235 -0.033
O 1.279 -0.874 0.726 1.277 0.528 -0.476 -0.024
O 2.698 0.197 3.462 -0.210 0.548 1.349 -0.068
H 3.171 0.018 2.661 -0.316 -0.393 -0.732 0.031
H 1.815 -0.220 3.495 0.338 -0.446 -0.566 0.002
O 0.020 -0.750 3.841 -0.335 1.401 0.592 -0.050
H -0.405 -1.359 3.256 -0.116 -1.096 -0.970 0.009
H -0.535 0.036 3.658 0.639 -0.135 0.378 0.063
O -1.727 2.006 -2.999 -0.686 0.119 -0.203 -0.063
H -2.418 1.841 -2.350 -0.645 -0.772 -0.187 0.002
H -1.137 2.389 -2.369 1.538 0.491 0.270 0.007
O 0.874 2.422 3.483 -0.279 -0.296 -0.940 -0.102
H 0.612 2.378 2.529 0.431 -0.148 1.210 0.040
H 1.507 1.683 3.618 -0.158 0.565 -0.402 -0.008
O 1.505 1.335 -1.482 0.551 0.128 -2.240 -0.061
H 0.807 0.673 -1.546 -0.194 0.082 0.381 -0.019
H 1.630 1.566 -0.583 -0.256 -0.091 1.362 0.003
O -0.149 -0.941 -2.475 0.732 -1.274 0.623 -0.069
H 0.475 -1.727 -2.384 -0.886 1.563 -0.370 0.084
H -0.252 -0.734 -3.405 0.178 -0.032 -0.225 0.056
O 2.588 -1.495 -1.745 0.687 -2.483 -0.586 -0.044
H 2.272 -1.447 -0.854 -0.435 0.307 1.136 -0.016
H 2.502 -0.637 -2.086 -0.201 2.131 -0.500 -0.018
O -2.751 0.516 -0.789 -1.792 0.016 -1.026 -0.051
H -2.103 0.287 -0.151 1.506 -0.137 1.189 -0.027
H -3.270 -0.292 -0.912 0.072 0.309 -0.114 0.034
O -2.935 -1.889 -2.591 -1.411 -0.258 -0.842 -0.064
H -2.229 -1.260 -2.455 0.789 -0.111 0.655 -0.018
H -2.963 -2.595 -1.945 0.637 0.250 0.256 0.036
```
Forces are in eV/Å.

Entry 4:
Formula: C44H42N6O4P2ReS2
Source: the OMol25 dataset
Level of theory: ωB97M-V/def2-TZVPD

Results
2S+1: 2
gap between HOMO and LUMO (alpha / beta): 4.1975 / 4.2119 eV
DFT total energy: -3887.1274 Ha
LUMO (alpha / beta): -13.61 / -13.63 eV
HOMO (alpha / beta): -0.65447 / -0.65557 Eh
energy relative to the best compared isomer or geometry (same formula, charge and spin): 0.4814 eV
total charge: +4
expectation value of S²: 0.7571
F_max: 1.0 eV/Å

```
101
Properties=species:S:1:pos:R:3:forces:R:3:lowdin_charge:R:1
Re -0.191 0.106 0.151 0.263 -0.115 -0.679 0.677
O -1.741 -2.436 1.074 0.229 -0.060 -0.338 -0.381
S -0.809 -2.147 -0.026 -0.506 -0.053 0.263 0.758
C 0.581 -3.254 -0.012 0.072 0.100 0.003 -0.347
C 0.441 -4.609 0.249 -0.040 -0.064 0.067 -0.023
C 1.576 -5.407 0.239 0.004 -0.026 0.004 0.008
C 2.829 -4.852 -0.014 0.036 0.000 0.008 -0.006
C 2.961 -3.489 -0.234 -0.030 -0.025 0.048 -0.060
C 1.824 -2.676 -0.233 0.162 -0.032 -0.084 -0.360
P 1.947 -0.862 -0.247 -0.588 0.046 0.836 0.936
C 2.825 -0.467 -1.811 0.297 0.400 -0.252 -0.239
C 3.053 -1.450 -2.721 0.039 -0.130 -0.199 -0.023
C 4.095 -1.317 -3.675 0.035 0.024 0.039 0.130
C 5.060 -0.289 -3.559 0.105 -0.350 -0.148 0.007
C 4.805 0.746 -2.729 -0.311 0.162 0.298 0.017
C 3.432 0.909 -2.110 0.102 -0.257 0.018 -0.136
C 3.238 -0.591 1.013 0.205 0.031 -0.323 -0.347
C 2.885 -0.934 2.318 0.024 0.019 0.063 -0.118
C 3.836 -0.906 3.327 0.002 0.000 0.042 -0.047
C 5.147 -0.531 3.044 -0.051 -0.008 0.052 -0.026
C 5.512 -0.215 1.745 0.004 0.015 -0.084 -0.034
C 4.563 -0.257 0.729 -0.078 -0.008 0.004 -0.074
C -1.531 -2.527 -1.616 0.133 -0.053 -0.048 -0.357
C -1.936 -3.816 -1.941 -0.040 0.025 0.058 -0.024
C -2.456 -4.056 -3.205 -0.032 -0.043 0.029 -0.004
C -2.561 -3.023 -4.129 -0.012 0.025 -0.038 -0.008
C -2.191 -1.730 -3.781 0.013 -0.015 -0.022 -0.042
C -1.677 -1.471 -2.514 -0.005 0.025 -0.132 -0.360
P -1.450 0.200 -1.864 0.128 0.021 0.159 0.952
C -1.231 1.385 -3.237 0.007 -0.152 0.024 -0.254
C -2.385 1.854 -3.862 -0.061 0.088 -0.014 -0.055
C -2.359 2.965 -4.695 0.006 -0.024 0.027 -0.004
C -1.181 3.683 -4.826 -0.078 0.079 -0.039 -0.007
C -0.014 3.213 -4.245 0.178 -0.012 0.022 -0.015
C -0.018 2.030 -3.526 0.058 -0.082 -0.073 -0.198
C -3.073 0.641 -1.185 0.009 -0.048 -0.047 -0.365
C -4.101 -0.302 -1.110 -0.018 0.002 0.042 -0.055
C -5.359 0.085 -0.664 0.069 -0.081 -0.006 -0.029
C -5.587 1.399 -0.286 -0.006 0.022 0.038 -0.021
C -4.559 2.337 -0.341 0.010 0.027 0.042 -0.033
C -3.304 1.964 -0.784 -0.027 0.011 0.013 -0.103
H -0.526 -5.034 0.490 0.052 0.045 0.012 0.132
H 1.487 -6.467 0.445 0.009 0.056 -0.002 0.138
H 3.711 -5.482 0.001 -0.065 0.030 -0.019 0.134
H 3.949 -3.058 -0.363 -0.053 -0.033 0.034 0.124
H 2.537 -2.402 -2.637 0.124 0.022 -0.081 0.131
H 4.251 -2.109 -4.406 -0.034 0.059 0.099 0.156
H 6.006 -0.376 -4.084 -0.094 0.007 0.026 0.152
H 5.569 1.485 -2.530 -0.091 0.101 -0.073 0.140
H 3.461 1.543 -1.221 0.004 -0.040 0.004 0.155
H 1.877 -1.279 2.532 0.032 -0.024 0.011 0.096
H 3.569 -1.208 4.333 0.009 0.021 -0.045 0.124
H 5.889 -0.517 3.834 -0.034 -0.013 -0.033 0.132
H 6.540 0.038 1.516 -0.056 -0.007 0.010 0.127
H 4.884 -0.060 -0.289 0.029 -0.002 0.062 0.089
H -1.873 -4.621 -1.221 0.012 0.027 -0.054 0.121
H -2.783 -5.055 -3.466 0.024 0.054 -0.001 0.135
H -2.959 -3.221 -5.117 0.018 0.009 0.052 0.133
H -2.320 -0.922 -4.492 -0.007 -0.028 0.019 0.114
H -3.335 1.374 -3.660 0.034 0.011 0.015 0.128
H -3.265 3.298 -5.184 0.022 0.002 0.025 0.135
H -1.165 4.614 -5.382 0.005 -0.086 0.033 0.136
H 0.884 3.798 -4.322 0.234 0.017 -0.151 0.104
H 0.943 0.728 -2.291 -0.075 0.046 0.171 0.048
H -3.936 -1.333 -1.399 -0.057 0.048 -0.029 0.109
H -6.159 -0.642 -0.620 0.024 0.015 0.015 0.127
H -6.569 1.694 0.063 0.016 0.010 -0.028 0.129
H -4.743 3.359 -0.035 0.012 -0.048 -0.025 0.125
H -2.507 2.697 -0.823 -0.050 0.007 -0.036 0.105
C 3.759 3.450 4.289 -0.003 -0.081 0.024 0.033
C 2.669 2.446 4.263 -0.032 0.077 0.047 -0.261
N 2.315 1.662 5.248 -0.147 0.001 -0.226 0.198
N 1.256 0.980 4.784 0.111 -0.186 0.414 0.085
C 0.962 1.282 3.529 -0.244 -0.084 -0.019 -0.468
S -0.395 0.589 2.640 0.069 0.026 -0.304 1.055
N 1.831 2.226 3.185 0.398 0.298 -0.076 -0.034
N 1.965 2.815 1.930 0.118 -0.252 -0.082 0.181
H 4.161 3.492 5.300 -0.016 -0.006 -0.026 0.113
H 3.385 4.445 4.034 -0.004 -0.024 0.014 0.106
H 4.567 3.181 3.605 -0.061 -0.002 -0.007 0.099
H 0.769 0.339 5.399 -0.039 0.000 0.012 0.196
H 1.042 3.000 1.552 -0.136 0.130 -0.037 0.078
H 2.471 3.684 2.059 -0.021 0.121 -0.013 0.113
O -0.592 1.973 0.570 -0.330 -0.070 0.366 -0.462
O -1.046 1.954 1.995 0.303 0.163 0.030 -0.474
N 1.178 1.420 -3.005 0.288 0.125 0.127 0.173
C 2.473 1.629 -3.187 -0.093 -0.011 -0.264 -0.138
N 3.004 2.304 -4.197 -0.091 -0.013 0.046 -0.010
C 2.620 2.105 -5.634 -0.020 0.102 -0.009 -0.052
C 2.724 3.384 -6.464 0.005 0.087 0.159 -0.152
O 3.932 4.067 -6.222 0.059 -0.149 -0.025 -0.078
C 4.112 4.374 -4.867 -0.180 -0.037 -0.104 -0.152
C 4.257 3.081 -4.067 -0.045 -0.022 0.027 -0.089
H 1.635 1.659 -5.712 -0.183 0.015 0.086 0.130
H 3.348 1.391 -6.027 0.066 -0.047 0.085 0.144
H 1.874 4.050 -6.305 -0.096 0.049 0.118 0.125
H 2.728 3.096 -7.512 -0.025 0.002 -0.076 0.153
H 3.280 4.970 -4.470 0.005 0.024 -0.024 0.142
H 5.029 4.950 -4.779 0.056 0.043 0.002 0.153
H 4.445 3.328 -3.024 -0.049 -0.043 0.033 0.140
H 5.090 2.521 -4.500 -0.017 -0.028 0.020 0.142
```
Forces are in eV/Å.